1.
DFT (ωB97M-V/def2-TZVPD) results for C37H43F4N5OPPbSSbSe4 as an isolated structure.

The geometry in ORCA input format:
```
! wB97M-V def2-TZVPD RIJCOSX def2/J DEFGRID3
* xyz -2 1
Pb 0.25716 0.19584 -0.41856
Sb 0.02591 -0.94616 -4.85832
Se 1.31012 -2.75807 -3.88966
Se -2.36569 -1.35905 -5.10313
Se -0.10923 0.85483 -2.90615
Se 1.07317 0.42671 -6.56226
S 3.12535 1.98876 1.40237
P -0.17445 3.15197 -0.21566
F 2.08061 -5.20572 1.53238
F 2.60950 -1.26217 -1.11553
F 4.07458 -6.27044 0.25025
F 4.69555 -2.36375 -2.28698
O -4.53639 1.10184 -0.34717
N 1.30400 -2.36344 0.95427
N 3.98850 -0.51583 1.32874
N -2.38986 0.48725 -0.41305
N 4.53894 0.76584 -0.49257
N 0.05655 -0.78999 3.22865
C 1.12556 6.02590 2.47716
C -4.60534 -0.33196 -0.36390
C -3.79668 -3.06349 -0.97658
C 4.03104 -3.08198 -1.36518
C -3.23655 5.74281 -0.87113
C 2.68337 -4.43140 0.59247
C -3.14852 -0.78907 -0.27116
C 0.79812 5.39827 1.28130
C 2.17392 4.83272 -3.78875
C -1.04832 -0.13596 3.89615
C 0.68672 4.00936 -1.57462
C 0.06664 4.22161 -2.80492
C 0.15054 3.43260 2.49734
C 2.79916 4.64116 -2.56184
C 2.97021 -2.50313 -0.72836
C 1.86050 0.17084 4.64899
C 1.14777 -1.07961 4.14635
C -1.43178 -2.40535 -1.31302
C 0.80903 4.62528 -3.90744
C 0.46919 4.05966 3.69417
C 3.91957 0.67550 0.70356
C -2.86334 -1.89059 -1.29629
C 0.95386 5.36080 3.68563
C 0.50483 -2.97772 1.97545
C 2.06482 4.21764 -1.46213
C -1.91656 3.72501 -0.48215
C -2.03934 5.11434 -0.59499
C -3.21847 1.44303 -0.46194
C 4.46193 -4.36549 -1.06482
C 0.29092 4.10046 1.28047
C -3.07117 2.93977 -0.62770
C -4.27544 3.59365 -0.93599
C -4.36399 4.96723 -1.06149
C 2.23703 -3.09717 0.34840
C -2.15144 0.28427 2.92646
C 3.73623 -5.00728 -0.08430
C -0.47084 -1.96186 2.52925
H -5.05854 -0.63986 -1.30694
H 4.65210 -0.07711 -1.04214
H 0.32640 4.71066 -4.87370
H -5.31657 5.42012 -1.30783
H -4.85614 -2.78406 -0.94476
H -0.17132 2.39726 2.50290
H 2.68285 -0.11702 5.30945
H 0.36621 3.51877 4.62924
H -0.98688 4.01190 -2.92801
H -1.47678 -0.80069 4.67298
H -3.53444 -3.50629 -0.00742
H 2.75595 5.10698 -4.66136
H 2.26881 0.74563 3.80911
H -1.06629 -1.58030 1.69423
H 1.08930 -3.43615 2.78022
H -3.10023 -1.50416 -2.29446
H -0.75798 -1.73340 -1.84741
H -1.16591 -2.51719 3.19055
H 3.26086 -0.65988 2.01041
H 4.31460 1.58919 -1.02390
H 0.95896 5.91211 0.34272
H 5.27572 -4.84167 -1.59247
H -3.68400 -3.83537 -1.73878
H 1.52666 7.03430 2.46280
H -2.78241 1.05452 3.37463
H 0.79882 -1.68628 5.00496
H 1.87405 -1.68856 3.61390
H -5.16205 3.00151 -1.08806
H -1.15032 5.71911 -0.48759
H -1.04922 -2.60609 -0.30065
H -0.12675 -3.79872 1.60350
H -5.23114 -0.65038 0.46787
H -0.67305 0.74535 4.41606
H -1.37495 -3.33574 -1.88112
H -3.27787 6.82222 -0.95326
H 3.87019 4.79099 -2.46650
H 4.19040 -1.33799 0.77022
H 1.20630 0.83163 5.22316
H 1.21810 5.84930 4.61704
H -2.92238 -1.19399 0.72637
H -2.79659 -0.55273 2.64864
H 2.56902 4.01556 -0.52642
H -1.71625 0.68733 2.00666
*
```

The value obtained for the HOMO energy is -1.4 eV. For the total energy, the calculation gives -12962.71149 a.u.

---

2.
DFT (ωB97M-V/def2-TZVPD) results for C37H43F4N8O11S4 as an isolated structure at a distorted geometry.

The geometry in ORCA input format:
```
! wB97M-V def2-TZVPD RIJCOSX def2/J DEFGRID3
* xyz 3 1
S 15.44518 16.03947 11.41508
S 13.54519 8.62312 7.34814
S 15.36485 15.88841 8.72786
S 13.76336 11.33273 7.32467
F 12.22842 7.82550 6.82048
F 16.02624 17.32546 8.61306
F 14.89864 17.31437 12.03132
F 13.50226 11.27415 5.75988
O 14.98342 15.02725 12.32991
O 16.83386 16.23917 11.10223
O 14.40630 15.83927 7.68925
O 12.98015 12.48787 7.70935
O 14.32615 8.90494 6.17574
O 11.44923 13.97654 12.53192
O 9.95712 13.97756 10.75032
O 15.17346 11.22814 7.53370
O 16.45609 15.00516 8.71215
O 12.33558 13.59785 10.50609
O 14.00101 7.88064 8.51519
N 14.40723 8.83421 11.61836
N 14.60766 16.06658 10.13378
N 19.67940 20.38106 14.79799
N 19.45753 15.22026 10.18955
N 10.39223 18.12179 12.78199
N 8.00168 11.06839 10.15715
N 13.04253 9.99619 7.91952
N 12.16123 17.37527 6.03944
C 8.28417 11.14494 11.47178
C 10.55851 19.16491 10.67962
C 19.88739 19.65398 12.60732
C 19.70934 17.23206 11.99344
C 19.34895 19.14809 15.19788
C 10.06936 10.12780 9.55452
C 8.84760 10.64201 9.22544
C 19.10392 16.47217 9.79993
C 13.98958 10.04899 12.05103
C 12.37664 18.57518 6.64411
C 10.89900 17.91889 10.07684
C 11.15008 17.80441 8.61345
C 15.80385 8.49915 11.79465
C 20.03435 15.93268 12.34756
C 11.78003 9.66338 11.22152
C 10.01620 18.08164 14.20680
C 9.55961 10.68363 11.88363
C 19.69772 18.33195 13.01982
C 13.49321 7.97588 11.18220
C 11.94260 18.77320 8.01785
C 10.43510 10.15859 10.91195
C 10.99307 16.78209 10.94386
C 19.22164 17.50970 10.68837
C 12.68357 10.52137 11.79714
C 19.96789 14.94325 11.39855
C 11.14376 13.77437 11.36842
C 19.21845 14.04756 9.34472
C 10.84880 16.68328 7.89629
C 10.74642 16.94627 12.29185
C 19.96162 21.35557 15.84630
C 6.60614 11.26866 9.68560
C 10.34507 19.24637 12.00511
C 19.39557 18.08741 14.32332
C 12.92672 17.12686 4.74193
C 19.89512 20.67634 13.52008
C 11.36088 16.45024 6.62560
C 12.20869 8.38336 10.97576
H 13.82988 6.98683 10.95240
H 10.84550 16.02290 12.82818
H 20.23601 13.93199 11.59250
H 15.90357 7.59170 12.37332
H 19.28882 13.22249 10.04943
H 19.90689 14.02972 8.53522
H 19.23142 17.12923 14.77971
H 12.98046 19.29503 6.07709
H 18.68150 16.59316 8.82070
H 6.66311 11.82527 8.75254
H 10.76914 9.65461 8.82899
H 19.12873 18.94597 16.25482
H 6.15597 10.30383 9.45513
H 20.27619 21.68025 13.29943
H 9.92742 10.79896 12.91581
H 10.01675 17.01674 14.47808
H 10.03700 20.14722 12.56077
H 20.89553 21.02952 16.23503
H 13.84802 17.63136 4.85656
H 19.09975 21.24462 16.57250
H 16.35815 9.23616 12.43154
H 12.12224 13.15014 9.72373
H 11.36608 15.85293 10.63506
H 16.33102 8.35146 10.83153
H 12.36834 17.41886 3.84780
H 8.47685 10.61704 8.25461
H 12.49601 11.53096 12.07921
H 8.97294 18.38818 14.32684
H 20.00086 22.35619 15.41799
H 10.23205 15.92808 8.36694
H 11.17124 15.47870 6.13592
H 7.61529 11.59704 12.15431
H 11.52491 7.70425 10.54646
H 18.73209 18.45206 10.45086
H 13.16246 16.05918 4.75106
H 18.23372 14.03520 8.90144
H 10.67026 18.71464 14.79096
H 20.44185 15.78258 13.33812
H 10.39599 20.01444 10.00232
H 14.82453 10.63624 12.38500
H 12.20726 19.71362 8.49919
H 5.95650 11.79845 10.40748
H 20.09133 19.83345 11.57586
*
```

The value obtained for the HOMO energy is -13.7 eV. For the total energy, the calculation gives -4692.68154 a.u. As for the energy above the lowest of the compared OMol25 structures with the same formula, charge and spin: 0.00 kJ/mol.

---

3.
DFT (ωB97M-V/def2-TZVPD) results for C37H43I3N4NiO5P2S as an isolated structure at a distorted geometry.

The geometry in ORCA input format:
```
! wB97M-V def2-TZVPD RIJCOSX def2/J DEFGRID3
* xyz 2 3
I -3.06623 -2.43773 1.95457
I 3.32656 -0.65829 3.67405
I -0.19956 -4.26276 3.32762
Ni -1.29155 -0.93426 0.76663
S -1.79455 5.53798 0.18412
P 1.22054 -0.40463 -1.40463
P 1.37121 -2.98793 -0.97359
O -1.01963 2.37066 -4.16548
O -0.22072 -0.84021 2.76974
O -2.88669 3.35830 -3.44082
O -2.89287 6.14365 -0.56503
O -0.69495 4.94418 -0.57987
N -0.02504 -0.99831 5.03609
N -2.70752 2.07311 -0.17811
N -1.97991 2.49333 -3.36355
N -0.78416 1.12405 -0.16191
C -1.73719 -0.90832 -1.66366
C -1.27538 0.31246 -2.40561
C -0.88954 -6.96677 -0.52680
C 0.48114 -6.98418 -0.78178
C -3.38312 3.28748 0.38160
C 1.75241 1.23191 -1.94105
C 2.00262 2.28821 -1.04789
C 1.17474 -2.09019 0.61309
C -3.36097 1.50412 -1.46104
C -1.98962 1.57003 -2.20807
C -1.38636 2.19199 -0.93788
C 0.36003 -0.48329 3.84089
C 3.13333 -3.23661 -1.14649
C -0.56692 -0.02118 -1.12962
C 2.32335 3.78129 -2.93720
C 2.10335 2.72234 -3.82259
C 5.42692 -3.05044 -0.37068
C -3.12639 -0.93752 -1.24715
C -1.92747 1.37982 2.13242
C -1.55662 -5.75458 -0.38139
C -2.31092 -4.19661 3.04007
C 2.28834 3.55945 -1.55924
C 0.02769 5.99486 2.16325
C 1.47350 0.47900 3.85443
C 4.98688 -3.71485 -2.64891
C 4.05380 -2.97150 -0.10771
C 1.73433 -0.66344 0.35045
C 5.89897 -3.41387 -1.63014
C 0.53681 -4.55045 -0.75552
C -2.49151 4.19752 1.20023
C 3.62186 -3.62059 -2.41245
C 1.19858 -5.79643 -0.91821
C -0.85970 -4.54512 -0.50943
C -1.08040 6.68649 1.37859
C -3.93404 0.19810 -1.26416
C -1.98389 1.00016 0.66827
C 1.82065 1.45623 -3.32765
H -1.28484 -1.82626 -2.06778
H -5.00156 0.10908 -1.10966
H 1.44873 1.13440 2.98546
H 1.55743 1.03437 4.78753
H -0.79303 0.05063 -3.33916
H 0.52397 -0.78634 5.85518
H -2.57406 -5.05196 2.42403
H -2.75352 2.01285 2.44663
H 1.33334 0.09041 1.02881
H -2.04573 0.46979 2.73355
H 1.01225 -7.91565 -0.90331
H -1.36243 -3.59126 -0.41908
H -0.90082 3.17410 -0.94850
H 1.60750 -2.57972 1.48668
H -0.35293 5.29884 2.91573
H -4.04882 2.25239 -1.85666
H 5.34218 -3.99945 -3.62796
H 6.95511 -3.46019 -1.82186
H 0.06773 -2.16360 0.84355
H 2.82796 -0.63231 0.41133
H 1.97449 2.13098 0.02504
H -1.43081 -7.89893 -0.44080
H 2.25399 -5.78750 -1.13803
H 6.12853 -2.81694 0.41686
H 3.69050 -2.72205 0.88302
H 2.13231 2.89913 -4.88419
H -0.76260 -1.68194 5.05010
H -0.96118 1.81634 2.39583
H 0.62402 6.71934 2.71391
H -2.78360 -4.15580 4.01743
H 2.46348 4.37802 -0.87689
H 2.91015 -3.82678 -3.20609
H 1.64861 0.60711 -3.98000
H -0.70106 7.50314 0.76346
H -4.24812 2.90281 0.94297
H -3.77981 3.80863 -0.49363
H -1.87918 7.06836 2.01628
H -1.65413 3.70600 1.68554
H 2.50790 4.76505 -3.32779
H -2.62608 -5.72010 -0.20344
H -3.57674 -1.89742 -1.02930
H -3.08772 4.66882 1.98336
H 0.70439 5.45695 1.50099
*
```

The value obtained for the HOMO energy (spin up / spin down) is -12.3 / -12.7 eV. For the total energy, the calculation gives -5512.38573 a.u.